# 1
The following is a DFT calculation (ωB97M-V/def2-TZVPD) of 5 unconnected molecules or ions with the total composition CH10O3S2 at a distorted geometry.

```
16
CH10O3S2 (ωB97M-V/def2-TZVPD)
S -2.2153 1.4269 -0.7644
S -2.8467 -0.1880 0.1801
O 1.9623 -1.4934 -0.5032
O 2.0617 0.7766 0.9841
O -0.5132 -1.5872 -1.4054
C -0.9793 1.9846 0.4752
H 2.8489 0.4112 1.3989
H -0.4016 2.8886 0.2420
H -0.4017 -0.8928 1.0066
H 1.8303 -2.4220 -0.7444
H 1.0236 -1.2702 -0.7305
H -1.2256 -1.5229 -2.0575
H -1.0675 -1.2568 -0.6285
H 1.6870 -0.0035 0.5390
H -0.3687 1.0687 0.5229
H -1.3944 2.0803 1.4850
```

Properties
HOMO-LUMO gap = 0.2166 Eh
Total charge = 0
E = -29007.889 eV
Relative energy (zero: lowest compared OMol25 entry of this formula, charge and spin) = 106.4 kcal per mole


# 2
The following is a DFT calculation (ωB97M-V/def2-TZVPD) of 2 unconnected molecules or ions with the total composition C5H15N2 at a distorted geometry.

```
22
C5H15N2 (ωB97M-V/def2-TZVPD)
N -1.6601 0.7618 0.4977
N 0.1532 -1.1107 3.1810
C 0.6028 -0.5219 -1.4005
C -0.3414 0.4024 -2.2059
C 2.0146 0.0777 -1.2589
C -0.8603 0.5643 1.7095
C -0.6078 -0.7082 2.0752
H -0.8412 -1.5917 1.4494
H -0.5417 1.4381 2.2684
H 2.5456 -0.0047 -2.2238
H 0.0172 0.5427 -3.2183
H -2.4869 1.3461 0.6144
H 0.6529 -1.5174 -1.8366
H 0.7753 -1.9148 3.0169
H -1.4122 0.1321 -2.2944
H 0.1219 -0.7252 -0.4145
H -1.9293 -0.1452 0.0971
H 2.6422 -0.4747 -0.5514
H -1.1802 1.2313 -0.2827
H 1.9491 1.1453 -0.9669
H -0.3448 1.4362 -1.7908
H 0.7312 -0.3637 3.5355
```

Properties
HOMO-LUMO gap = 0.3704 Eh
Total charge = +1
E = -8401.087 eV
Relative energy (zero: lowest compared OMol25 entry of this formula, charge and spin) = 36.6 kcal per mole


# 3
The following is a DFT calculation (ωB97M-V/def2-TZVPD) of a gas-phase ion, C5H9N2 (charge +1) at a distorted geometry.

```
16
C5H9N2 (ωB97M-V/def2-TZVPD)
N -0.8326 0.1572 -0.2971
N 1.8560 -0.6712 0.1776
C -0.4337 -1.2205 -0.4462
C 0.9454 -1.5066 -0.1253
C 0.1898 1.1716 -0.2027
C 1.7313 0.7220 0.1888
C -1.3109 -0.8543 0.6420
H -1.5265 0.6592 -0.8521
H -0.7634 -1.6361 -1.4105
H 2.5450 1.1738 -0.4225
H -1.1539 -0.6925 1.7119
H 0.1156 1.8553 -1.1853
H 1.9127 1.1465 1.2069
H 1.2395 -2.5265 -0.1441
H 0.0434 1.9268 0.5855
H -2.3634 -1.2614 0.4403
```

Properties
HOMO-LUMO gap (alpha / beta) = 0.2360 / 0.3019 Eh
Total charge = +1
2S+1 = 3
E = -8297.408 eV
Relative energy (zero: lowest compared OMol25 entry of this formula, charge and spin) = 63.4 kcal per mole


# 4
The following is a DFT calculation (ωB97M-V/def2-TZVPD) of a molecular structure, C50H47N7O3Sc.

```
108
C50H47N7O3Sc (ωB97M-V/def2-TZVPD)
Sc 0.4755 -0.2213 0.1002
O -4.2676 2.2224 3.5876
O -0.5622 0.8678 1.6342
O 2.3970 0.0988 0.2383
N -2.0997 1.9348 0.4623
N -0.2607 -2.6773 -0.1062
N 2.3582 -1.6374 1.7392
N 1.0929 -1.2248 -1.8943
N 0.9367 1.4247 -1.4699
N 1.0414 -1.1885 1.8722
N -2.0445 0.6980 -1.7862
C 1.6530 -0.4233 -2.8144
C 2.0725 -2.2730 -4.2518
C 2.5983 1.8875 -3.1081
C -0.8101 -0.9552 3.3322
C 0.4696 -4.7410 -1.0596
C -3.8144 3.4866 4.0662
C 2.1378 -0.9118 -4.0144
C 5.0710 -0.4240 -0.3725
C 1.0341 -2.5388 -2.1196
C 2.6587 3.2085 -2.6907
C -0.9303 0.5018 -5.3188
C 1.8436 3.6234 -1.6537
C 1.5223 -3.0988 -3.2928
C -4.1509 1.8048 -2.5275
C -1.9828 1.3442 3.1121
C -2.8022 -0.9865 4.8815
C 4.3832 -1.2492 0.5124
C -0.8808 -4.7593 0.8978
C -1.3893 -1.6997 -4.4964
C 5.0193 -2.3732 1.0367
C 6.3815 -0.7138 -0.7273
C -1.7660 -1.1789 -3.2667
C 7.0109 -1.8327 -0.2030
C 0.3921 -3.3557 -1.0577
C -3.3456 1.2117 3.7272
C -0.8884 -3.3783 0.8409
C -2.2540 -2.0706 -2.1554
C -0.9692 -0.8663 -5.5241
C 1.7271 1.0201 -2.4710
C -3.2092 1.8448 -0.1058
C -0.1470 2.7184 4.1414
C -4.5860 2.0537 0.4469
C -3.0738 1.4063 -1.5520
C -1.3100 1.0641 -4.1016
C 0.4263 -1.4623 3.0216
C -0.1305 3.6154 2.9995
C -1.0376 1.7352 4.2194
C 2.9826 -0.9279 0.8665
C -2.5688 -0.6279 1.5947
C 6.3259 -2.6595 0.6804
C -1.5869 -1.4130 4.4486
C -1.7282 0.2069 -3.0811
C 1.0024 2.6918 -1.0726
C -1.0290 4.5017 0.8734
C -3.6334 0.1587 4.5038
C -1.5075 2.0492 1.7373
C -1.2833 2.5645 -3.9503
C -0.8277 3.3900 1.8828
C -0.1770 -5.4556 -0.0679
C -1.4802 0.0395 2.4484
H -0.6088 1.1610 -6.1176
H 0.3568 2.9581 -0.2521
H 0.4974 2.9344 4.9832
H -3.3833 0.0437 1.3336
H -2.0106 -3.1125 -2.3584
H -2.0650 3.0236 -4.5606
H 4.4766 -3.0081 1.7238
H 4.5706 0.4503 -0.7688
H 0.3917 4.5606 3.1076
H -4.5637 2.2349 1.5173
H -1.4320 2.8848 -2.9220
H 6.8153 -3.5327 1.0921
H 1.8635 4.6406 -1.2887
H -1.3978 -2.8114 1.6041
H -3.0007 -1.4472 2.1668
H -1.1574 -2.2470 4.9966
H -5.0982 1.3437 -2.2424
H -1.7368 5.2401 1.2566
H -0.6743 -1.2833 -6.4779
H -5.2144 1.1803 0.2544
H 8.0329 -2.0599 -0.4770
H -1.4151 4.1514 -0.0800
H -1.8120 -1.7885 -1.1948
H -4.3059 2.8859 -2.5141
H -3.3383 -1.9968 -2.0404
H -3.9092 1.4950 -3.5397
H -1.4310 -2.7718 -4.6479
H -3.5363 3.4203 5.1205
H -2.9541 3.8485 3.4942
H -0.3302 2.9675 -4.2938
H -4.6435 4.1799 3.9495
H -0.1264 -6.5360 -0.0521
H 3.3439 3.8981 -3.1656
H 1.4516 -4.1602 -3.4720
H -5.0558 2.9003 -0.0576
H -3.2182 -1.5529 5.7059
H -1.1394 1.1488 5.1238
H 2.5427 -0.2434 -4.7587
H -4.5994 0.2102 4.9948
H 1.0413 -5.2624 -1.8119
H 3.2516 1.5325 -3.8912
H 6.9137 -0.0630 -1.4095
H -1.4052 -5.2660 1.6954
H -0.0907 5.0288 0.6921
H 0.9320 -2.1347 3.7134
H 2.4345 -2.6851 -5.1841
H -2.1557 -1.0353 0.6657
```

Properties
HOMO-LUMO gap = 0.1935 Eh
Total charge = +1
E = -89882.560 eV
Relative energy (zero: lowest compared OMol25 entry of this formula, charge and spin) = 131.9 kcal per mole